Record 1
Entry from the OMol25 dataset: a molecular structure, C53H55BrN8O18Si2 (ωB97M-V with the def2-TZVPD basis set).

The value obtained for the LUMO energy is -0.8 eV. As for the HOMO-LUMO gap: 8.3 eV.

Geometry as XYZ:
```
137
Properties=species:S:1:pos:R:3:mulliken_charge:R:1
C 2.323 -0.833 -0.386 -0.5197
O 2.849 0.482 -0.553 -0.4889
C 2.316 1.089 -1.724 -0.0533
C 2.487 2.617 -1.694 -0.7990
C 1.680 3.279 -2.847 -0.1384
C 0.362 3.972 -2.408 -0.3074
Si -1.063 2.823 -1.991 0.4017
O -2.377 3.292 -2.951 -0.0061
Si -3.888 2.678 -2.727 0.3291
Br -4.655 3.211 -0.688 -0.2120
H 1.421 -0.764 0.252 0.2581
H 2.048 -1.269 -1.369 0.2008
H 3.054 -1.483 0.115 0.3360
H 1.240 0.841 -1.812 0.0247
H 2.820 0.655 -2.615 0.2452
H 2.246 3.026 -0.701 0.2959
H 3.559 2.834 -1.872 0.3388
H 2.328 4.037 -3.329 0.4190
H 1.436 2.524 -3.615 -0.0162
H -0.009 4.556 -3.279 0.4541
H 0.527 4.710 -1.613 0.0356
H -0.785 1.408 -2.293 -0.1653
H -1.478 2.961 -0.578 -0.2470
H -3.906 1.219 -2.899 -0.1196
H -4.775 3.319 -3.710 -0.1431
C -1.183 -4.059 4.506 -0.2467
C -1.894 -3.375 3.529 -0.3162
C -1.361 -3.228 2.258 -0.4262
C -0.118 -3.778 1.992 -0.0025
C 0.608 -4.462 2.952 -0.4453
C 0.064 -4.598 4.219 -0.5248
N 0.444 -3.628 0.646 1.0576
O -0.207 -3.001 -0.170 -0.6149
O 1.533 -4.119 0.404 -0.5713
H -1.603 -4.177 5.497 0.3938
H -2.865 -2.956 3.759 0.3630
H -1.903 -2.695 1.491 0.4910
H 1.576 -4.879 2.718 0.4516
H 0.612 -5.127 4.984 0.3639
C 1.045 -3.654 -3.113 -0.2256
C 2.342 -4.111 -2.916 -0.3127
C 3.181 -4.305 -4.003 -0.4815
C 2.701 -4.023 -5.271 0.0568
C 1.409 -3.574 -5.487 -0.2615
C 0.578 -3.392 -4.395 -0.7027
N 3.594 -4.169 -6.427 1.0720
O 4.727 -4.562 -6.234 -0.6156
O 3.150 -3.855 -7.519 -0.6424
H 0.401 -3.495 -2.261 0.3720
H 2.696 -4.306 -1.913 0.4057
H 4.195 -4.651 -3.864 0.4636
H 1.059 -3.362 -6.487 0.4365
H -0.432 -3.033 -4.543 0.4252
C 4.710 -0.263 -9.744 -0.5486
C 3.797 -1.002 -9.003 -0.3036
C 2.456 -0.649 -9.002 -0.4619
C 2.053 0.441 -9.753 0.0664
C 2.948 1.192 -10.496 -0.4101
C 4.287 0.833 -10.487 -0.4934
N 0.628 0.807 -9.771 1.1658
O -0.136 0.147 -9.091 -0.6400
O 0.293 1.745 -10.469 -0.6135
H 5.755 -0.544 -9.745 0.4023
H 4.122 -1.855 -8.424 0.3597
H 1.741 -1.218 -8.427 0.6492
H 2.607 2.040 -11.072 0.4652
H 5.000 1.408 -11.063 0.3808
C 0.256 4.769 -8.823 -0.4566
C 1.238 4.194 -8.026 -0.6448
C 0.912 3.169 -7.152 -0.1352
C -0.401 2.735 -7.097 -0.2203
C -1.394 3.295 -7.880 -0.3799
C -1.057 4.322 -8.748 -0.4919
N -0.747 1.636 -6.183 1.2269
O 0.145 1.185 -5.487 -0.5909
O -1.898 1.250 -6.164 -0.6601
H 0.515 5.564 -9.510 0.4062
H 2.260 4.543 -8.087 0.4422
H 1.668 2.715 -6.527 0.5631
H -2.411 2.936 -7.818 0.4870
H -1.819 4.768 -9.371 0.4095
C -0.378 9.577 2.084 -0.5021
C -0.658 9.017 0.844 -0.4906
C 0.208 8.090 0.287 -0.3150
C 1.346 7.738 0.991 0.1914
C 1.646 8.285 2.225 -0.4505
C 0.774 9.214 2.772 -0.4235
N 2.264 6.744 0.410 1.0506
O 1.985 6.296 -0.687 -0.6358
O 3.239 6.426 1.060 -0.6084
H -1.059 10.297 2.517 0.4074
H -1.555 9.302 0.310 0.4059
H 0.001 7.650 -0.678 0.4780
H 2.543 7.994 2.753 0.4675
H 0.991 9.650 3.737 0.3901
C 2.769 -8.936 9.265 -0.4312
C 1.952 -8.008 9.899 -0.4590
C 0.971 -7.341 9.183 -0.2971
C 0.828 -7.620 7.835 0.1185
C 1.634 -8.536 7.183 -0.3629
C 2.613 -9.196 7.910 -0.4519
N -0.221 -6.927 7.072 1.0155
O -0.903 -6.107 7.660 -0.5764
O -0.344 -7.204 5.894 -0.5755
H 3.531 -9.457 9.830 0.3778
H 2.077 -7.806 10.955 0.3670
H 0.331 -6.617 9.665 0.4746
H 1.502 -8.733 6.129 0.4451
H 3.252 -9.917 7.418 0.3738
C -3.603 3.865 2.665 0.0689
C -3.769 2.817 3.562 -0.5568
C -3.199 2.882 4.824 -0.4333
C -2.470 4.008 5.167 0.0486
C -2.288 5.061 4.287 -0.3591
C -2.861 4.983 3.026 -0.6836
N -1.877 4.094 6.510 1.0412
O -2.033 3.149 7.260 -0.6113
O -1.266 5.106 6.795 -0.6125
H -4.048 3.808 1.677 0.0629
H -4.343 1.945 3.277 0.4177
H -3.321 2.071 5.528 0.6109
H -1.710 5.927 4.578 0.4980
H -2.728 5.797 2.325 0.4608
C -4.678 -4.441 10.346 -0.4313
C -3.768 -3.424 10.088 -0.5342
C -3.655 -2.899 8.811 -0.2484
C -4.467 -3.406 7.811 0.0795
C -5.377 -4.422 8.045 -0.4036
C -5.479 -4.941 9.326 -0.4572
N -4.362 -2.843 6.457 1.0574
O -3.535 -1.970 6.271 -0.5581
O -5.101 -3.285 5.598 -0.6092
H -4.765 -4.846 11.347 0.3960
H -3.145 -3.038 10.883 0.3963
H -2.950 -2.109 8.598 0.4745
H -5.995 -4.802 7.245 0.4591
H -6.185 -5.735 9.529 0.3845
```

Record 2
Entry from the OMol25 dataset: 9 unconnected molecules or ions with the total composition C34H49BN9O3P2S (ωB97M-V with the def2-TZVPD basis set).

The value obtained for the LUMO energy is 1.6 eV. Its charge is -1. As for the HOMO-LUMO gap: 6.5 eV.

Geometry as XYZ:
```
99
Properties=species:S:1:pos:R:3:mulliken_charge:R:1
N -1.645 -5.906 -5.178 -0.7392
P -0.117 -5.566 -5.164 0.2074
C 0.633 -5.366 -3.520 0.5522
C -0.025 -6.142 -2.383 -0.7143
O 0.970 -6.074 -1.376 -0.5618
B 2.254 -5.820 -2.052 0.7535
O 2.844 -4.529 -1.650 -0.7370
P 3.614 -7.256 -1.637 0.0354
S 4.996 -7.766 -2.965 -0.4996
O 1.963 -5.824 -3.484 -0.5934
H -2.219 -5.251 -5.690 0.2166
H 0.753 -6.525 -5.725 0.0645
H 0.283 -4.393 -5.841 0.0756
H 0.588 -4.292 -3.270 -0.1339
H -0.174 -7.186 -2.689 0.3361
H -0.973 -5.721 -2.046 0.2984
H 3.119 -4.604 -0.732 0.2136
H 2.922 -8.377 -1.126 0.0358
H 4.208 -6.833 -0.420 -0.0071
N 1.349 -2.025 -1.432 0.2780
C 0.068 -1.921 -0.982 -0.7937
C -0.240 -0.584 -0.910 -0.4197
C 0.902 0.142 -1.331 0.0398
C 1.867 -0.781 -1.651 -0.9385
H 1.836 -2.909 -1.580 0.3697
H -0.509 -2.800 -0.749 0.4562
H -1.181 -0.166 -0.596 0.2339
H 1.011 1.211 -1.406 0.4672
H 2.873 -0.653 -2.017 0.4920
N -2.343 2.286 0.064 0.2134
C -2.428 3.652 0.060 -0.7415
C -1.891 4.109 1.235 -0.3848
C -1.465 2.970 1.974 -0.2931
C -1.762 1.862 1.226 -0.9429
H -2.653 1.690 -0.682 0.2119
H -2.857 4.177 -0.778 0.4995
H -1.806 5.142 1.531 0.4321
H -1.004 2.966 2.947 0.5374
H -1.598 0.817 1.419 0.4696
N 5.112 -2.582 -0.952 0.2403
C 5.831 -3.400 -1.780 -0.3712
C 7.140 -2.999 -1.717 -0.6151
C 7.209 -1.897 -0.820 -0.4141
C 5.938 -1.665 -0.364 -0.6059
H 4.121 -2.654 -0.810 0.1533
H 5.345 -4.188 -2.331 0.3749
H 7.956 -3.451 -2.256 0.4240
H 8.089 -1.341 -0.540 0.3953
H 5.555 -0.931 0.325 0.3948
N -4.779 6.553 -0.929 0.0424
C -5.975 7.066 -1.349 -0.5998
C -5.753 7.741 -2.521 -0.3196
C -4.367 7.630 -2.818 -0.6376
C -3.796 6.892 -1.816 -0.3096
H -4.642 6.011 -0.095 0.2142
H -6.879 6.907 -0.786 0.3754
H -6.501 8.255 -3.101 0.3902
H -3.851 8.042 -3.669 0.4025
H -2.775 6.583 -1.663 0.4594
N 1.615 3.928 -1.670 0.1105
C 2.919 4.122 -1.309 -0.5211
C 3.593 4.589 -2.406 -0.4220
C 2.656 4.678 -3.471 -0.5147
C 1.446 4.261 -2.985 -0.3928
H 0.893 3.585 -1.062 0.1682
H 3.258 3.907 -0.310 0.3940
H 4.642 4.832 -2.443 0.4001
H 2.851 5.002 -4.480 0.3944
H 0.486 4.169 -3.464 0.3758
N -5.451 0.093 -0.977 0.1179
C -6.491 -0.785 -1.115 -0.5233
C -7.655 -0.064 -1.091 -0.4332
C -7.301 1.304 -0.933 -0.5704
C -5.936 1.368 -0.866 -0.1718
H -4.485 -0.178 -0.961 0.1432
H -6.316 -1.842 -1.221 0.3705
H -8.648 -0.471 -1.178 0.3872
H -7.973 2.144 -0.877 0.3859
H -5.283 2.217 -0.746 0.3070
N 0.517 2.783 5.398 -0.0003
C 0.397 1.815 6.356 -0.4045
C -0.145 2.393 7.473 -0.3670
C -0.359 3.766 7.174 -0.5154
C 0.060 3.975 5.887 -0.4755
H 0.892 2.637 4.478 0.2459
H 0.708 0.805 6.159 0.3096
H -0.364 1.889 8.400 0.3966
H -0.774 4.514 7.830 0.4232
H 0.069 4.865 5.282 0.3877
N 0.757 -1.989 5.959 0.0300
C 0.631 -3.150 5.248 -0.5600
C 1.714 -3.936 5.534 -0.3703
C 2.524 -3.220 6.456 -0.5154
C 1.909 -2.021 6.699 -0.3145
H 0.095 -1.235 5.940 0.2149
H -0.211 -3.318 4.597 0.3849
H 1.908 -4.913 5.123 0.4013
H 3.455 -3.547 6.888 0.3888
H 2.190 -1.196 7.333 0.3514
```

Record 3
Entry from the OMol25 dataset: a molecular structure, C5H8N2O (ωB97M-V with the def2-TZVPD basis set).

The value obtained for the LUMO energy is 1.0 eV. The calculation puts the energy above the lowest of the compared OMol25 structures with the same formula, charge and spin at 105.9 kcal/mol. As for the HOMO-LUMO gap: 9.7 eV.

Geometry as XYZ:
```
16
Properties=species:S:1:pos:R:3:nbo_charge:R:1
C -0.750 -0.990 -0.022 -0.0531
C 0.736 -0.827 0.296 -0.0979
C -0.711 0.281 0.831 -0.1185
C 0.247 1.338 0.177 0.0521
C 1.279 0.533 -0.296 0.0215
H -2.270 -0.725 -1.368 0.3787
H -0.506 -0.484 -1.868 0.4071
H -1.175 -1.789 0.598 0.1876
H 1.416 -1.617 0.408 0.2057
H -0.156 -1.115 2.110 0.3309
H -1.575 0.761 1.325 0.1965
H 0.390 2.339 0.624 0.2081
H 2.261 0.967 -0.503 0.2214
N -1.272 -0.997 -1.332 -0.8690
N 0.396 -0.316 1.663 -0.5701
O 0.368 1.105 -1.196 -0.5010
```

Record 4
Entry from the OMol25 dataset: C4H9NS in the gas phase (ωB97M-V with the def2-TZVPD basis set).

The value obtained for the LUMO energy is 0.7 eV. The calculation puts the energy above the lowest of the compared OMol25 structures with the same formula, charge and spin at 58.2 kcal/mol. As for the HOMO-LUMO gap: 9.6 eV.

Geometry as XYZ:
```
15
Properties=species:S:1:pos:R:3:nbo_charge:R:1
C -1.028 -0.959 -0.018 0.1612
C -2.516 -1.010 0.161 -0.6887
C 1.280 1.745 0.239 -0.6235
C 0.917 0.346 -0.322 -0.0101
N -0.414 0.096 -0.294 -0.4605
S 2.401 -1.023 0.322 -0.2795
H -0.456 -1.940 0.166 0.1680
H -2.687 -0.998 1.308 0.2429
H -2.960 -0.107 -0.514 0.2431
H -3.077 -1.992 -0.009 0.2352
H 1.154 2.424 -0.533 0.2113
H 2.352 1.786 0.623 0.2325
H 0.466 1.903 1.078 0.2131
H 1.256 0.401 -1.442 0.2076
H 3.313 -0.671 -0.765 0.1475
```